{
  "formula": "C18H30Cl2LuN7O3",
  "method": "ωB97M-V/def2-TZVPD",
  "elements": ["H", "N", "H", "H", "C", "H", "H", "C", "Cl", "H", "H", "H", "H", "C", "C", "O", "H", "H", "C", "C", "C", "C", "C", "H", "N", "H", "N", "O", "C", "C", "Lu", "H", "H", "N", "C", "H", "H", "C", "H", "H", "H", "H", "Cl", "H", "C", "H", "H", "H", "N", "N", "C", "H", "H", "H", "C", "C", "O", "C", "H", "N", "H"],
  "xyz": [[-4.65295, 0.19029, 3.33863], [3.80709, 0.24724, -0.18838], [-1.76507, -3.59497, 2.84619], [-3.57124, 1.33889, 4.12001], [5.01997, 0.99977, 0.08780], [-1.89691, 2.97012, 0.41261], [-0.03362, -3.25209, -0.37123], [-0.98994, 1.78260, -5.52088], [0.95077, 2.20779, 0.54747], [-4.44629, 1.84483, 2.64110], [-1.19997, 0.70887, -3.13536], [0.65495, -0.80221, 7.05371], [1.87903, 2.81411, -3.98260], [-2.64579, 2.16824, 0.44830], [-2.80879, 0.42747, 2.28787], [0.23910, 1.56840, -2.09310], [2.06045, 4.11353, -6.13384], [-1.63123, 2.30860, -7.53767], [-1.86845, -4.48541, 2.22330], [3.14618, 0.46173, -1.47303], [-0.46336, -3.25057, 0.64352], [1.19201, 3.46384, -5.94158], [3.19928, -0.43462, 0.77695], [-2.79696, 1.83116, -0.59206], [0.44956, -1.27007, 6.18609], [-0.58074, -5.21509, -0.81485], [-0.22464, -0.69705, 3.98782], [-0.40836, -2.21495, 1.37121], [0.17645, 3.37428, -6.90692], [-0.06286, 2.00853, -4.48359], [-0.04072, -0.07569, 0.68184], [5.56758, 0.54384, 0.91613], [3.76951, -0.62181, 1.70227], [0.20155, 0.26850, 3.15513], [-3.93787, 0.99844, 3.13653], [0.24079, 3.95252, -7.83239], [3.92004, 0.75967, -2.18537], [-2.23422, 1.02533, 1.26752], [-1.53267, -5.36078, 2.79204], [4.82106, 2.05447, 0.34581], [2.37970, 1.24242, -1.40242], [1.37013, 2.04045, 3.52221], [-1.31013, -0.88785, -1.29990], [-3.59404, 2.59558, 0.81046], [-0.34406, 1.40319, -3.15093], [-1.79706, 1.07698, -5.32965], [-0.28524, -1.95233, 6.19360], [-2.92104, -4.62864, 1.95064], [0.99881, 0.77540, 5.19301], [0.21668, -0.32332, 5.20611], [1.08661, 2.76147, -4.74334], [2.66016, -0.46759, -1.78024], [5.63969, 0.98797, -0.81051], [-2.52791, -0.58297, 2.60979], [-0.88686, 2.46638, -6.73183], [-1.14461, -5.49813, 0.07680], [2.00876, -0.84993, 0.66683], [0.90309, 1.14816, 3.90580], [-2.19273, -5.69203, -0.19184], [-1.07040, -4.37743, 1.00809], [-0.69229, -6.39547, 0.52036]],
  "forces_ev_per_a": [[-0.25, 0.30, 0.05], [-0.11, -0.21, 0.77], [0.06, -0.05, -0.29], [-0.05, -0.02, -0.26], [0.26, 0.19, 0.01], [-0.07, -0.17, 0.03], [-0.04, -0.05, 0.35], [0.16, 0.26, 0.40], [0.70, 0.49, 0.70], [0.15, -0.39, 0.28], [-0.08, 0.10, -0.21], [-0.35, 0.04, 0.19], [-0.50, 0.11, -0.31], [-0.85, 0.89, 0.23], [-1.34, 0.66, 0.91], [0.14, 0.34, -1.82], [-0.48, -0.41, 0.14], [0.57, 0.16, 0.67], [0.10, -0.13, 0.13], [-0.16, 0.14, 0.00], [-0.21, 1.58, 1.03], [-0.01, 0.22, -0.27], [-1.28, 0.23, -0.64], [0.05, 0.10, 0.30], [0.29, -0.09, -0.24], [-0.16, -0.23, 0.02], [1.11, 1.49, 0.89], [-0.03, -1.96, -0.85], [-0.09, -0.62, 0.05], [0.27, -0.07, -0.36], [-2.65, 1.21, 0.18], [-0.06, 0.02, -0.12], [-0.09, 0.17, -0.31], [-0.14, -0.98, 1.67], [-0.27, -0.31, -0.14], [0.03, -0.18, 0.34], [-0.19, -0.16, 0.01], [2.94, -2.01, -1.14], [-0.08, 0.13, -0.07], [-0.19, -0.43, -0.13], [0.19, -0.11, 0.04], [-0.12, -0.07, -0.15], [-0.02, -0.80, -0.44], [-0.07, 0.30, -0.29], [-0.12, -0.50, 0.71], [0.01, 0.23, -0.09], [-0.42, -0.01, 0.24], [0.17, 0.08, 0.07], [-1.33, -0.47, -0.99], [1.27, 0.51, -2.39], [0.00, 0.29, 0.22], [0.11, 0.13, -0.05], [0.08, -0.05, 0.17], [0.43, 0.25, 0.18], [0.18, 0.26, -0.12], [0.11, 0.24, 0.07], [2.36, -0.22, 0.15], [0.00, -0.70, 0.71], [0.31, -0.02, 0.05], [-0.05, 0.14, -0.15], [-0.19, 0.19, -0.10]],
  "energy_ha": -3468.854034,
  "molar_mass_g_mol": 638.36,
  "orbital_gap_ev": 5.740
}